1.
109
Properties=species:S:1:pos:R:3 method="wB97M-V/def2-TZVPD" e_tot_ev=-58384.42579 charge=+1
C -2.8444 5.5705 3.9027
C -3.3052 4.7978 5.1738
C -2.7558 3.3378 5.2508
C -3.7478 2.2773 4.7238
C -3.7020 2.0185 3.1924
C -2.2748 1.9661 2.5745
C -2.3252 1.1426 1.2495
C -1.3006 -0.0103 1.1736
C -1.2755 -0.9155 2.3827
C -0.1180 -1.3504 2.8980
N -0.4380 -2.1995 3.9808
I 0.8887 -3.1960 5.1679
C -1.7514 -2.2315 4.0638
C -2.6041 -3.0245 5.0306
N -2.3138 -1.4728 3.1215
H -2.0703 6.2946 4.1781
H -3.7014 6.0904 3.4503
H -2.4461 4.9033 3.1272
H -2.8563 5.3134 6.0369
H -4.3913 4.8077 5.3284
H -1.7447 3.2710 4.8276
H -2.6416 3.1404 6.3316
H -4.7603 2.6522 4.9508
H -3.6707 1.3132 5.2508
H -4.1409 1.0135 3.0317
H -4.3433 2.6988 2.6129
H -2.0297 3.0016 2.2961
H -1.5062 1.6266 3.2826
H -3.3454 0.7930 1.0348
H -2.0719 1.8275 0.4261
H -1.5900 -0.6343 0.3102
H -0.2948 0.3746 0.9806
H 0.8767 -1.1241 2.5392
H -1.9940 -3.7977 5.5098
H -3.1055 -2.3779 5.7605
H -3.3938 -3.5067 4.4368
H -3.2962 -1.3279 2.9370
C -0.8467 -8.2039 4.5063
C -0.2024 -7.6235 5.7605
C -1.0977 -7.7229 6.9974
C -2.3198 -6.9349 6.8374
N -3.2809 -6.3224 6.6950
H -1.7606 -7.6689 4.2411
H -0.1629 -8.1297 3.6602
H -1.0953 -9.2570 4.6467
H 0.0559 -6.5779 5.5836
H 0.7292 -8.1581 5.9550
H -0.5539 -7.3585 7.8714
H -1.3510 -8.7655 7.1980
C 0.9573 -2.5190 -1.6227
C 0.9232 -1.9081 -3.0212
C 1.5101 -0.4964 -3.0577
C 0.7379 0.4358 -2.2412
N 0.1192 1.1312 -1.5686
H 0.3543 -1.9366 -0.9187
H 0.5561 -3.5325 -1.6423
H 1.9744 -2.5699 -1.2412
H -0.1043 -1.8962 -3.3883
H 1.4925 -2.5414 -3.7009
H 1.5290 -0.1354 -4.0888
H 2.5468 -0.5120 -2.7125
C 1.7935 3.5868 -3.8934
C 2.3346 4.2173 -5.1697
C 2.5914 3.1835 -6.2699
C 3.6167 2.2117 -5.8900
N 4.4125 1.4473 -5.5711
H 2.5070 2.8812 -3.4626
H 1.5966 4.3551 -3.1450
H 0.8584 3.0559 -4.0872
H 3.2528 4.7630 -4.9415
H 1.6154 4.9503 -5.5404
H 2.9079 3.6952 -7.1809
H 1.6645 2.6572 -6.5098
C -3.2469 6.9492 -2.8060
C -2.3657 5.9966 -2.0058
C -1.2503 5.3664 -2.8451
C -1.7727 4.5252 -3.9229
N -2.1943 3.8754 -4.7705
H -3.7615 6.4317 -3.6172
H -4.0071 7.3928 -2.1624
H -2.6558 7.7597 -3.2369
H -2.9878 5.2140 -1.5650
H -1.9111 6.5461 -1.1787
H -0.6142 4.7577 -2.1990
H -0.6149 6.1490 -3.2659
C 1.6072 -1.0004 -8.9224
C 2.6252 -1.4141 -7.8651
C 2.3694 -2.8177 -7.3067
C 1.0887 -2.9116 -6.6055
N 0.0767 -2.9775 -6.0662
H 0.5965 -0.9614 -8.5118
H 1.8454 -0.0089 -9.3092
H 1.6090 -1.6983 -9.7618
H 2.6209 -0.6830 -7.0529
H 3.6232 -1.3917 -8.3061
H 3.1712 -3.0806 -6.6133
H 2.3970 -3.5528 -8.1136
C 5.9784 -2.3316 2.4763
C 5.8717 -1.5806 1.1541
C 4.4230 -1.3563 0.7102
C 3.7218 -2.6138 0.4486
N 3.1745 -3.6043 0.2501
H 5.5464 -3.3316 2.4044
H 7.0234 -2.4434 2.7646
H 5.4644 -1.7917 3.2754
H 6.4169 -2.1281 0.3829
H 6.3582 -0.6092 1.2583
H 4.4137 -0.7517 -0.1998
H 3.8833 -0.7882 1.4716

=====

2.
60
Properties=species:S:1:pos:R:3 method="wB97M-V/def2-TZVPD" e_tot_ev=-116153.28545 charge=-1 de_lowest_ev=0.000
Cu 0.4709 0.0963 0.5658
C -2.3794 3.3107 0.0204
C -1.2039 2.5407 0.0355
N -1.1499 1.3281 0.5389
C -2.2782 0.7762 1.0731
C -3.5090 1.4637 1.0676
C -3.5240 2.7663 0.5251
C -4.6697 0.8458 1.6055
C -4.5610 -0.4080 2.1331
C -3.3380 -1.1055 2.1850
C -2.1542 -0.5446 1.7022
N -0.8974 -1.0026 1.7532
C -0.3268 -1.9485 2.5174
C -0.8994 -3.0355 3.1739
C -0.1194 -3.9455 3.9180
C 1.2314 -3.8130 4.0498
C 1.8759 -2.7091 3.4289
C 3.2645 -2.4810 3.5406
C 3.8262 -1.3894 2.9481
C 2.9926 -0.5094 2.2348
N 1.7014 -0.6891 2.1008
C 1.1229 -1.7849 2.6768
H -2.3638 4.3068 -0.4021
H -0.2906 2.9134 -0.4174
H -4.4552 3.3229 0.5203
H -5.6140 1.3761 1.5931
H -5.4465 -0.8910 2.5325
H -3.3311 -2.0955 2.6065
H -1.9561 -3.2199 3.0858
H -0.6162 -4.7891 4.3851
H 1.8191 -4.5310 4.6089
H 3.8698 -3.1839 4.1028
H 4.8879 -1.1905 3.0156
H 3.4091 0.3676 1.7511
O 1.4537 -0.6217 -0.9724
C 1.2786 -0.4162 -2.2930
C 1.3558 1.0869 -2.6188
C 1.8314 2.0395 -1.7709
C 1.8540 3.3462 -2.3432
C 1.4019 3.3615 -3.6269
S 0.9373 1.7931 -4.1353
C -0.0565 -1.0123 -2.7572
C -0.2837 -2.2759 -3.2193
C -1.6637 -2.5704 -3.4025
C -2.4643 -1.5142 -3.0870
S -1.5442 -0.1748 -2.5635
C 2.4156 -1.1328 -3.0405
C 2.7640 -1.2063 -4.3552
C 3.9064 -2.0281 -4.5781
C 4.3917 -2.5561 -3.4181
S 3.4724 -2.0646 -2.0607
H 2.1371 1.7841 -0.7660
H 2.1917 4.2310 -1.8202
H 1.2969 4.2041 -4.2919
H 0.5167 -2.9804 -3.3983
H -2.0386 -3.5228 -3.7521
H -3.5405 -1.4559 -3.1195
H 2.2243 -0.6960 -5.1418
H 4.3423 -2.2061 -5.5521
H 5.2451 -3.2058 -3.3029

=====

Let's list Kohn-Sham gap in order: 8.519 6.052 eV.